No. 1
# C4H9N

A 2-piece molecular cluster, C4H9N overall at a distorted geometry (ωB97M-V/def2-TZVPD, the Open Molecules 2025 dataset).

The geometry in XYZ format:
```
14
C4H9N, DFT ωB97M-V/def2-TZVPD
C -1.85 -0.31 -0.51
C -1.02 -1.24 -0.07
N -0.38 -1.33 1.19
H -2.02 0.65 -0.04
H -2.55 -0.58 -1.29
H -0.77 -2.11 -0.68
H -0.92 -0.94 1.94
H 0.61 -1.13 1.24
C 2.18 1.32 -0.60
C 0.94 1.49 -0.13
H 2.93 0.68 -0.15
H 2.41 1.83 -1.53
H 0.65 1.22 0.86
H 0.31 2.04 -0.79
```

Output
spin multiplicity: 1
gap between HOMO and LUMO: 10.0 eV
maximum force: 1.57 eV/A
electronic energy: -212.48077 a.u.
SMILES: C=CN.C=C
LUMO: 1.2 eV

No. 2
# C4H9N2

A 2-piece molecular cluster, C4H9N2 overall at a distorted geometry (ωB97M-V/def2-TZVPD, the Open Molecules 2025 dataset).

The geometry in XYZ format:
```
15
C4H9N2, DFT ωB97M-V/def2-TZVPD
C -3.44 0.00 0.01
C 0.15 -0.62 -1.62
C 1.99 0.60 1.56
C 1.89 0.07 0.14
N 0.80 -0.20 -0.48
N -0.43 -0.01 -0.49
H -3.67 -0.95 -0.39
H -2.41 0.20 0.23
H 0.44 0.10 -2.56
H 0.00 -1.75 -1.70
H 2.53 1.54 1.32
H 1.05 0.84 2.03
H 2.54 -0.05 2.26
H 2.78 -0.48 -0.30
H -4.22 0.71 -0.01
```

Output
spin multiplicity: 1
gap between HOMO and LUMO (spin up / spin down): 10.8 / 4.0 eV
maximum force: 5.25 eV/A
electronic energy: -266.79160 a.u.
net charge: +1
LUMO (spin up / spin down): -4.8 / -7.7 eV

No. 3
# C4H9N2

An isolated ion of composition C4H9N2 and charge +1 at a distorted geometry (ωB97M-V/def2-TZVPD, the Open Molecules 2025 dataset).

The geometry in XYZ format:
```
15
C4H9N2, DFT ωB97M-V/def2-TZVPD
C -0.21 0.39 2.53
N -0.72 0.06 1.22
C 0.24 0.51 -0.17
N 1.36 0.59 -0.68
C 0.15 0.31 -1.56
C -0.17 -1.12 -1.96
H 0.93 0.69 2.55
H -0.33 -0.52 3.02
H -0.77 1.24 2.87
H -1.63 0.45 0.96
H 2.35 0.54 -0.56
H -0.15 1.21 -2.22
H 0.33 -1.42 -2.82
H -1.34 -1.06 -2.11
H -0.05 -1.85 -1.07
```

Output
spin multiplicity: 1
gap between HOMO and LUMO: 10.3 eV
maximum force: 8.44 eV/A
electronic energy: -266.89998 a.u.
SMILES: C/[NH+]=C1\N[C@H]1C
net charge: +1
LUMO: -4.5 eV

No. 4
# C4H9N2

An isolated ion of composition C4H9N2 and charge +1 at a distorted geometry (ωB97M-V/def2-TZVPD, the Open Molecules 2025 dataset).

The geometry in XYZ format:
```
15
C4H9N2, DFT ωB97M-V/def2-TZVPD
C 1.15 1.24 0.10
C 0.28 0.03 0.15
C 0.97 -1.25 -0.36
N -0.65 -0.05 1.27
C -1.20 0.01 0.10
N -2.28 0.09 -0.53
H 0.68 2.27 0.21
H 1.54 1.29 -0.91
H 1.94 1.16 0.80
H 0.80 -2.05 0.40
H 1.97 -1.07 -0.19
H 0.86 -1.59 -1.38
H -0.64 -0.53 2.12
H -2.14 0.33 -1.47
H -3.27 0.13 -0.31
```

Output
spin multiplicity: 1
gap between HOMO and LUMO: 12.3 eV
maximum force: 3.61 eV/A
electronic energy: -267.00776 a.u.
SMILES: CC1(C)NC1=[NH2+]
net charge: +1
LUMO: -3.4 eV

No. 5
# C4H9N2

C4H9N2 as an isolated structure at a distorted geometry (ωB97M-V/def2-TZVPD, the Open Molecules 2025 dataset).

The geometry in XYZ format:
```
15
C4H9N2, DFT ωB97M-V/def2-TZVPD
C 2.42 -0.08 0.09
C 0.11 1.05 -0.15
C 0.23 -0.96 0.15
C -2.13 -0.04 -0.07
N -0.79 0.06 0.43
N 1.19 0.09 -0.23
H 2.62 -1.10 0.25
H 3.22 0.74 0.21
H -0.33 1.57 -0.99
H 0.33 1.98 0.82
H 0.61 -1.77 0.84
H 0.15 -1.40 -0.82
H -2.63 -1.02 0.04
H -2.77 0.62 0.57
H -2.24 0.25 -1.13
```

Output
spin multiplicity: 1
gap between HOMO and LUMO: 8.1 eV
maximum force: 6.33 eV/A
electronic energy: -266.92876 a.u.
net charge: +1
LUMO: -5.5 eV

No. 6
# C4H9N2

An isolated ion of composition C4H9N2 and charge +1 at a distorted geometry (ωB97M-V/def2-TZVPD, the Open Molecules 2025 dataset).

The geometry in XYZ format:
```
15
C4H9N2, DFT ωB97M-V/def2-TZVPD
C 1.95 0.45 0.14
C 0.56 -0.18 0.06
N 0.59 -1.44 -0.07
C -0.82 0.51 0.34
C -1.91 0.22 -0.63
N -1.73 -0.59 0.56
H 2.08 0.91 1.19
H 2.12 1.29 -0.62
H 2.78 -0.33 0.06
H 1.37 -2.01 -0.20
H -0.38 -1.88 -0.03
H -0.85 1.50 0.95
H -2.71 0.88 -0.82
H -1.78 -0.28 -1.51
H -2.49 -0.42 1.19
```

Output
spin multiplicity: 1
gap between HOMO and LUMO: 10.9 eV
maximum force: 4.01 eV/A
electronic energy: -267.01662 a.u.
SMILES: CC(=[NH2+])[C@H]1CN1
net charge: +1
LUMO: -4.3 eV

No. 7
# C4H9N2

An isolated ion of composition C4H9N2 and charge +1 at a distorted geometry (ωB97M-V/def2-TZVPD, the Open Molecules 2025 dataset).

The geometry in XYZ format:
```
15
C4H9N2, DFT ωB97M-V/def2-TZVPD
H 3.43 -0.42 1.38
N 2.95 -1.00 0.71
N 1.94 -0.88 0.07
C 0.99 0.24 0.30
C -0.33 0.71 -0.56
C -1.35 -0.44 -0.58
C -2.63 -0.16 -0.28
H 1.70 -1.69 -0.66
H 0.62 0.12 1.28
H 1.54 1.23 0.18
H -0.01 0.92 -1.61
H -0.81 1.55 0.02
H -0.87 -1.19 -1.16
H -2.92 0.91 -0.04
H -3.47 -0.88 -0.18
```

Output
spin multiplicity: 1
gap between HOMO and LUMO: 7.2 eV
maximum force: 4.58 eV/A
electronic energy: -266.90083 a.u.
SMILES: [H]/N=[NH+]\CCC=C
net charge: +1
LUMO: -6.3 eV

No. 8
# C4H9N2

An isolated ion of composition C4H9N2 and charge +1 at a distorted geometry (ωB97M-V/def2-TZVPD, the Open Molecules 2025 dataset).

The geometry in XYZ format:
```
15
C4H9N2, DFT ωB97M-V/def2-TZVPD
C -2.76 -0.03 0.14
N -1.50 0.09 0.39
C -0.47 -0.44 -0.44
N 0.86 0.18 -0.01
C 0.98 1.47 0.11
C 1.89 -0.70 0.26
H -3.40 0.68 0.52
H -3.16 -0.60 -0.74
H -0.60 0.02 -1.55
H -0.27 -1.49 -0.27
H 0.03 1.90 0.15
H 1.95 1.79 0.43
H 2.87 -0.23 0.49
H 1.69 -1.33 1.10
H 1.88 -1.30 -0.58
```

Output
spin multiplicity: 1
gap between HOMO and LUMO: 9.5 eV
maximum force: 4.50 eV/A
electronic energy: -266.97360 a.u.
SMILES: C=NC[N+](=C)C
net charge: +1
LUMO: -5.0 eV

No. 9
# C4H9N2

A 2-piece molecular cluster, C4H9N2 overall at a distorted geometry (ωB97M-V/def2-TZVPD, the Open Molecules 2025 dataset).

The geometry in XYZ format:
```
15
C4H9N2, DFT ωB97M-V/def2-TZVPD
C -0.11 0.66 -0.42
C 1.42 0.80 -0.41
C 2.40 -0.25 -0.62
C -2.41 -0.38 0.23
N 0.50 1.27 -1.39
N -2.63 -0.42 1.52
H 1.95 1.58 0.24
H 2.15 -1.08 -1.19
H 2.57 -0.76 0.37
H 3.35 0.12 -0.87
H -2.14 -1.18 -0.46
H -2.53 0.56 -0.34
H 0.65 1.91 -2.13
H -2.71 -1.21 2.19
H -2.64 0.51 1.91
```

Output
spin multiplicity: 1
gap between HOMO and LUMO: 8.7 eV
maximum force: 3.14 eV/A
electronic energy: -266.90688 a.u.
net charge: +1
LUMO: -4.6 eV

No. 10
# C4H9N2

An isolated ion of composition C4H9N2 and charge +1 at a distorted geometry (ωB97M-V/def2-TZVPD, the Open Molecules 2025 dataset).

The geometry in XYZ format:
```
15
C4H9N2, DFT ωB97M-V/def2-TZVPD
C 0.36 -1.67 1.08
N 0.08 -0.54 0.27
C 1.34 0.32 -0.09
N 0.94 1.38 -0.67
C -0.42 1.71 -0.63
C -1.08 0.27 0.04
H 1.37 -2.13 0.77
H -0.51 -2.43 0.93
H 0.30 -1.52 2.18
H 2.34 -0.04 0.20
H 1.68 2.01 -1.07
H -0.82 1.92 -1.62
H -0.64 2.57 -0.05
H -1.60 0.42 1.00
H -1.72 -0.37 -0.56
```

Output
spin multiplicity: 1
gap between HOMO and LUMO: 9.4 eV
maximum force: 8.83 eV/A
electronic energy: -267.00824 a.u.
SMILES: C[N+]1=CNCC1
net charge: +1
LUMO: -4.3 eV

Look up the spin multiplicity of the fifth one. 1